Entry 1:
Below is a molecular structure, C23H25N4S3V, with properties calculated with the ωB97M-V functional and the def2-TZVPD basis.

Calculated values
M: 504.626 u
Spin multiplicity: 2
Orbital gap (alpha / beta): 6.9 / 6.3 eV
Net charge: +3
<S²>: 0.773
E_tot: -88383.181 eV
ΔE to the lowest compared entry with this formula, charge and spin: 0.0000 eV
Max |F|: 0.79 eV/Å

Last column: Mulliken spin population.
Positions of all 56 atoms, in Å:
H  -2.68263  -0.42311  3.36421  0.00
C  -0.99875  -0.79295  4.60685  0.01
C  -1.65182  -0.74519  3.41866  0.00
H  -1.03170  -2.53967  -0.84634  0.00
H  0.41698  6.05179  -2.70897  0.00
H  2.19173  -1.94750  -2.65255  0.00
H  3.46060  -2.19761  1.37606  0.00
C  -4.80731  -1.08234  0.38097  0.00
H  4.71554  -0.47443  -0.10726  0.00
C  -0.66768  4.24042  -2.30272  0.00
C  0.42382  5.09192  -2.21041  0.00
C  -5.01306  -0.16771  -0.64825  0.00
C  -0.03605  -2.53171  -1.29160  0.01
H  3.70450  -1.59011  -1.00771  0.00
H  0.87725  -0.98889  5.71068  0.00
H  2.11385  1.08816  -3.16774  0.00
H  -5.98917  -0.08261  -1.10517  0.00
H  0.14234  -2.67325  2.34358  0.00
S  1.29461  -1.29403  0.80084  -0.05
H  2.20363  -1.66497  3.75499  0.00
H  2.32769  3.15495  -0.20937  0.00
C  3.08218  -1.22749  1.05102  0.00
N  -1.18400  -0.50152  1.00914  -0.02
C  -0.88587  -0.88637  2.22240  0.00
H  -1.56741  4.50342  -2.84076  0.00
H  1.51447  -1.13212  -4.04465  0.00
C  1.49175  3.46301  -0.81820  0.00
C  -3.56311  -1.21486  0.98379  0.00
H  -1.54517  -0.55640  5.51172  0.00
C  1.69559  -1.03245  -2.97425  0.00
H  2.34495  5.36455  -1.27254  0.00
C  0.42404  -1.05738  4.73091  0.00
C  2.55492  0.19354  -2.72357  0.01
H  -5.62487  -1.70800  0.71296  0.00
H  2.01985  -2.95946  -0.70428  0.00
V  0.22768  0.61130  -0.22465  1.12
H  -4.11208  1.34108  -1.89777  0.00
N  0.47327  2.59209  -0.94656  -0.04
H  -0.00449  -3.33792  -2.02607  0.00
C  1.04711  -2.77412  -0.24893  0.00
N  -1.76264  2.26284  -1.53410  -0.04
C  -2.52005  -0.40827  0.54973  0.01
C  -0.61035  3.03285  -1.63462  0.02
C  -3.97149  0.62821  -1.09782  0.00
C  3.68376  -0.78021  -0.28034  0.00
C  -2.72872  0.48973  -0.49644  0.00
H  3.54150  0.06863  -3.17177  0.00
H  -3.41931  -1.95236  1.76357  0.00
N  -1.58149  1.24872  -0.82099  -0.02
H  0.81688  -3.62299  0.39642  0.00
S  2.77976  0.64561  -0.97755  -0.01
C  1.15871  -1.39836  3.66687  0.00
H  3.23790  -0.49013  1.84007  0.00
C  1.49935  4.70852  -1.42319  0.00
S  0.05958  -0.93460  -2.16393  -0.01
C  0.43342  -1.61025  2.38564  0.00

Entry 2:
Below is a molecular structure, C28H35N2O4PtS4 in a non-equilibrium geometry, with properties calculated with the ωB97M-V functional and the def2-TZVPD basis.

Calculated values
M: 786.944 u
Spin multiplicity: 5
Orbital gap (alpha / beta): 7.8 / 6.0 eV
Net charge: +1
<S²>: 6.025
E_tot: -87353.257 eV
ΔE to the lowest compared entry with this formula, charge and spin: 0.7431 eV
Max |F|: 1.18 eV/Å

Last column: Mulliken spin population.
Positions of all 74 atoms, in Å:
H  -3.18355  -3.11204  4.01033  0.00
C  -0.91029  -2.87567  -2.85841  0.01
H  -2.92363  -2.38693  1.79712  0.00
H  4.38037  1.78848  -2.57047  0.00
H  2.02408  1.05046  5.53221  0.01
H  -0.07524  3.48114  -4.33036  0.00
H  -2.49838  2.45932  -0.96597  -0.01
H  -4.50038  3.37675  -2.12454  0.00
O  0.11578  -1.68725  2.35355  0.11
H  0.36844  2.57900  5.39461  0.00
H  -5.53670  4.29297  -4.04232  0.00
H  -1.14113  -6.20053  6.13164  0.00
O  0.77785  2.89266  -0.78933  0.00
C  4.33672  1.85577  -1.48371  -0.01
H  -1.23616  2.20843  4.74092  0.01
C  -2.28691  -4.69279  5.12787  0.00
H  2.73563  2.50864  4.83541  0.02
H  -1.36851  -1.90193  -4.72080  0.00
C  4.20470  0.48422  -0.83934  0.04
H  -0.37556  3.63669  4.19055  0.01
C  -2.16423  3.98368  -4.49732  0.00
H  3.30951  -0.16291  -3.41687  0.00
H  -4.76393  3.81350  -5.55641  0.00
C  1.64318  1.30139  3.42922  0.18
H  -0.96314  -3.88023  -3.25142  0.00
C  2.51294  1.45682  4.64559  -0.01
H  -2.78690  -0.99918  2.88242  0.00
C  -1.05391  -3.21778  3.67752  0.02
C  -1.11310  -5.35863  5.45276  0.00
H  -2.03877  -0.93284  1.27987  0.00
H  -0.46251  -3.48670  -0.84108  0.00
S  2.57144  -0.26519  -1.17735  0.10
C  -2.26510  -1.58190  2.12066  0.01
C  -0.98523  -2.12385  2.69045  0.00
C  -0.70707  -0.36526  -1.79617  -0.08
C  0.35478  1.80870  3.36950  0.14
C  -0.24762  2.59755  4.49939  -0.02
H  4.23962  0.54460  0.24544  0.00
H  -3.22674  -5.00864  5.56029  0.00
Pt  0.57374  -0.12750  0.61549  1.50
C  -1.13171  -1.76682  -3.67336  0.00
N  -0.52224  0.81190  -1.10015  0.27
C  0.12688  -3.87487  4.03428  0.00
H  3.29700  -2.87791  -1.96990  0.00
C  -4.63665  4.39817  -4.64417  0.00
H  1.01217  -5.45592  5.17329  0.00
C  0.09715  -4.94213  4.91158  0.00
C  -1.19351  2.92959  -2.59034  0.01
H  3.48824  2.48364  -1.21553  0.00
C  -3.53320  3.40415  -2.60994  0.00
H  -1.21322  0.38792  -3.74840  0.00
C  -1.04796  3.47668  -3.85646  0.00
O  2.49268  -1.46081  -0.27400  0.14
S  2.38770  0.51813  2.11344  0.58
C  -2.42455  2.89786  -1.95253  0.00
C  -3.42214  3.92867  -3.89549  0.00
H  3.55650  -2.79244  -3.71359  0.00
H  3.45134  0.92792  4.49777  0.00
H  1.84874  -1.13493  -3.24212  0.00
H  -4.52705  5.44250  -4.93854  0.00
C  3.66312  -2.24619  -2.77748  0.01
C  -0.62365  -2.66366  -1.52644  -0.01
H  4.94647  -0.23511  -1.18535  0.01
C  2.85022  -0.96818  -2.84598  0.04
N  -0.52185  -1.43889  -1.00719  0.11
S  -0.63952  1.64012  2.00116  0.74
S  0.17823  2.10870  -1.83153  0.02
O  1.05670  1.70689  -2.91823  0.02
H  5.24757  2.34044  -1.13424  0.00
C  -2.26198  -3.62787  4.24493  0.00
H  4.72123  -2.04736  -2.61415  0.00
H  -2.06688  4.41351  -5.48642  0.00
C  -1.05069  -0.49461  -3.14678  0.01
H  1.06079  -3.54209  3.60088  0.00

Entry 3:
Below is a molecular structure, H22O11Xe, with properties calculated with the ωB97M-V functional and the def2-TZVPD basis.

Calculated values
M: 329.455 u
Spin multiplicity: 1
Orbital gap: 10.1 eV
E_tot: -31842.235 eV
ΔE to the lowest compared entry with this formula, charge and spin: 0.7121 eV
Max |F|: 0.86 eV/Å

Last column: Löwdin charge in e.
Positions of all 34 atoms, in Å:
O  -2.17050  -1.93197  -1.76609  -0.10
O  3.50822  1.76088  0.39408  -0.07
O  1.12961  2.34680  -2.55583  -0.07
H  3.36518  0.85772  0.67706  -0.03
H  1.74001  -3.59351  1.28411  0.07
H  2.43190  -4.15385  0.05969  0.07
Xe  -0.02800  -0.03471  0.13050  0.48
H  2.64994  2.17673  0.47571  -0.06
H  0.98193  -3.16383  -1.19342  -0.01
H  3.48132  -1.20963  2.21785  0.04
H  -3.04887  1.25502  -2.27637  0.07
H  0.23350  -0.26685  3.13669  -0.05
H  3.16777  -1.72646  0.82988  -0.02
O  -3.88712  -0.96139  0.94477  -0.05
O  0.48931  -3.10340  -2.01189  -0.06
O  2.19156  -3.32941  0.48249  -0.04
O  3.68606  -1.06868  1.29349  -0.05
O  -2.99587  0.88827  -1.39381  -0.09
H  -3.30391  -0.34092  0.50759  -0.03
H  -1.27932  -2.25190  -1.90636  -0.03
H  1.61621  2.27969  -1.73427  -0.02
H  0.45663  3.69222  0.85464  0.06
H  1.63268  2.96776  -3.08267  0.03
H  1.87720  3.97644  0.41524  0.06
H  -3.71279  2.80287  0.89630  0.03
H  -2.90601  -0.05481  -1.53083  -0.01
H  -0.48775  0.91425  3.75045  0.03
H  -2.58614  -1.99468  -2.62606  0.05
O  1.27460  3.25893  0.61090  -0.08
O  -3.10967  3.06908  0.20232  -0.07
H  0.35418  -4.01277  -2.27837  0.05
O  -0.40660  -0.03762  3.81045  -0.08
H  -2.96506  2.27262  -0.30854  -0.04
H  -3.38006  -1.28297  1.69023  0.03

Q: The highest spin multiplicity belongs to which entry?
A: C28H35N2O4PtS4

Q: Among the records above, which one has the lowest spin multiplicity?
A: H22O11Xe

Q: Number 1 is which compound?
A: C23H25N4S3V

Q: What is the ΔE to the lowest compared entry with this formula, charge and spin in the third record?
A: 0.7121 eV